# C2ClF3

A 2-piece molecular cluster, C2ClF3 overall (the ωB97M-V functional and the def2-TZVPD basis, the OMol25 dataset).

Positions of all 6 atoms, in Å:
Cl -2.03 0.94 -0.25
F 2.04 -0.24 -1.01
F -1.72 -1.21 0.84
F 1.32 0.29 0.90
C 1.65 0.77 -0.25
C -1.24 -0.55 -0.22

Results
M, g/mol: 116.5
HOMO, eV: -10.617
Spin multiplicity: 1
LUMO, eV: -0.8
E_tot, eV: -22743.794
Relative energy (zero: lowest compared OMol25 entry of this formula, charge and spin), kJ/mol: 357.1
HOMO-LUMO gap, eV: 9.81

# C2ClN3O

One molecule with the formula C2ClN3O (the ωB97M-V functional and the def2-TZVPD basis, the OMol25 dataset).

Positions of all 7 atoms, in Å:
Cl -2.49 0.09 0.09
O 0.45 2.03 -0.02
N 1.01 -1.33 0.07
N 1.48 -0.07 0.20
N -0.24 -1.28 0.00
C -0.98 -0.36 -0.36
C 0.77 0.91 0.03

Results
M, g/mol: 117.5
HOMO, eV: -9.218
Spin multiplicity: 1
LUMO, eV: -2.1
E_tot, eV: -21108.715
Relative energy (zero: lowest compared OMol25 entry of this formula, charge and spin), kJ/mol: 218.8
HOMO-LUMO gap, eV: 7.12

# C2ClNOS3

A 2-piece molecular cluster, C2ClNOS3 overall (the ωB97M-V functional and the def2-TZVPD basis, the OMol25 dataset).

Positions of all 8 atoms, in Å:
Cl -0.13 -2.44 0.11
S -0.59 1.68 0.63
S -2.23 1.08 -0.58
S 2.58 -0.11 -0.12
O 2.76 1.25 -0.69
N -1.77 -0.56 -0.64
C -0.69 -0.86 -0.01
C 0.04 0.13 0.71

Results
M, g/mol: 185.7
HOMO (spin up / spin down), eV: -8.905 / -8.041
Spin multiplicity: 1
LUMO (spin up / spin down), eV: -1.9 / -1.4
E_tot, eV: -50635.438
Relative energy (zero: lowest compared OMol25 entry of this formula, charge and spin), kJ/mol: 41.3
HOMO-LUMO gap (spin up / spin down), eV: 7.02 / 6.60

# C2ClO3P

An isolated ion of composition C2ClO3P and charge -2 (the ωB97M-V functional and the def2-TZVPD basis, the OMol25 dataset).

Positions of all 7 atoms, in Å:
Cl 2.45 -1.86 0.89
P -1.00 0.76 -0.32
O -1.19 1.99 0.52
O -0.67 -0.63 0.69
O -2.06 0.45 -1.33
C 2.07 -0.46 -0.28
C 0.40 -0.25 -0.17

Results
M, g/mol: 138.4
HOMO, eV: 1.225
Total charge: -2
Spin multiplicity: 1
LUMO, eV: 6.4
E_tot, eV: -30024.550
Relative energy (zero: lowest compared OMol25 entry of this formula, charge and spin), kJ/mol: 189.6
HOMO-LUMO gap, eV: 5.14

# C2CoF5NO4S2

C2CoF5NO4S2 as an isolated structure (the ωB97M-V functional and the def2-TZVPD basis, the OMol25 dataset).

Positions of all 15 atoms, in Å:
Co 0.50 2.94 0.33
S -1.21 1.15 0.59
S 1.22 0.16 -0.76
F 2.57 -1.95 -0.09
F -2.06 -2.15 -0.78
F -2.49 -0.30 -1.11
F 2.35 -0.49 1.48
F -1.67 -1.58 1.04
O -1.33 2.34 -0.35
O 1.45 1.65 -0.64
O 1.13 -0.40 -2.10
O -0.32 1.70 1.70
N -0.33 -0.08 -0.08
C -1.86 -0.98 -0.14
C 2.68 -0.60 0.16

Results
M, g/mol: 320.1
HOMO (spin up / spin down), eV: -14.920 / -15.033
Total charge: +1
Spin multiplicity: 5
LUMO (spin up / spin down), eV: -5.6 / -7.5
E_tot, eV: -84621.775
HOMO-LUMO gap (spin up / spin down), eV: 9.28 / 7.56

# C2CoF6NO4S2

C2CoF6NO4S2 as an isolated structure (the ωB97M-V functional and the def2-TZVPD basis, the OMol25 dataset).

Positions of all 16 atoms, in Å:
Co -0.67 0.48 2.59
S -0.82 2.72 0.50
S -2.98 0.86 0.65
F -2.15 -1.71 0.36
F 0.13 1.28 -1.48
F -2.02 -0.32 -1.51
F 0.38 3.42 -1.70
F -3.75 -1.30 -0.90
F 1.62 2.32 -0.31
O -0.20 2.04 1.68
O -0.97 4.15 0.60
O -2.47 0.39 1.97
O -4.40 1.12 0.59
N -2.14 2.01 -0.02
C -2.63 -0.76 -0.42
C 0.43 2.41 -0.86

Results
M, g/mol: 339.1
HOMO (spin up / spin down), eV: -21.089 / -20.924
Total charge: +2
Spin multiplicity: 5
LUMO (spin up / spin down), eV: -11.0 / -14.9
E_tot, eV: -87329.459
HOMO-LUMO gap (spin up / spin down), eV: 10.10 / 6.02